9
Properties=species:S:1:pos:R:3:mulliken_charge:R:1 method="wB97M-V/def2-TZVPD" max_force_ev_per_a=5.32 charge=0 multiplicity=1 lumo_ev=0.789 de_lowest_kj_mol=300.7
C -1.4165 0.6413 0.8314 -0.212
N 0.5501 1.0091 -0.5490 -0.295
N 0.4506 0.7061 0.6612 0.693
O 1.0745 0.6263 1.6888 -0.608
O 1.8807 1.1907 -0.9227 -0.405
Cl -2.1199 0.6461 -0.6853 -0.087
H -1.7412 -0.2640 1.4738 0.275
H -1.4685 1.6053 1.3311 0.277
H 1.8717 1.3210 -1.8454 0.363